1.
{"formula": "C4H7N3", "method": "the ωB97M-V functional and the def2-TZVPD basis", "symbols": ["C", "C", "N", "N", "C", "C", "N", "H", "H", "H", "H", "H", "H", "H"], "xyz": [[-2.2250, -0.1807, 0.6017], [-1.2851, 0.0110, -0.3112], [-1.0951, -0.4309, -1.5843], [0.1841, -0.5574, -1.6038], [0.5874, 0.0742, -0.4002], [1.4550, -0.7528, 0.5083], [1.0062, 1.4102, -0.5306], [-2.1739, 0.3110, 1.5655], [-3.0699, -0.8388, 0.4110], [2.3958, -0.9875, -0.0006], [1.6950, -0.2198, 1.4315], [0.9663, -1.6950, 0.7595], [0.4606, 1.9500, -1.1923], [1.0986, 1.9066, 0.3455]], "relative_energy_kj_mol": 372.1, "lumo_ev": -0.10, "smiles": "C=C1N=N[C@@]1(C)N", "e_tot_ev": -8727.8231}


2.
{"formula": "C4H7N3", "method": "the ωB97M-V functional and the def2-TZVPD basis", "symbols": ["N", "C", "C", "C", "N", "C", "N", "H", "H", "H", "H", "H", "H", "H"], "xyz": [[2.3240, -1.1523, -0.1084], [1.0716, -0.4801, -0.1186], [0.4682, 0.4105, -0.9416], [-0.9245, 0.5083, -0.3477], [-1.5837, 1.7988, -0.3506], [-0.9134, -0.2329, 0.9568], [0.2217, -0.8495, 0.9985], [2.5688, -1.3978, -1.0613], [3.0609, -0.5399, 0.2304], [-1.4401, -0.2520, -0.9840], [-2.5566, 1.7179, -0.6272], [-1.1140, 2.3567, -1.0563], [-1.6818, -0.3556, 1.7123], [0.4988, -1.5322, 1.6979]], "relative_energy_kj_mol": 321.3, "lumo_ev": 0.41, "e_tot_ev": -8728.3497}


3.
{"formula": "C4H7N3", "method": "the ωB97M-V functional and the def2-TZVPD basis", "symbols": ["C", "N", "C", "N", "N", "C", "C", "H", "H", "H", "H", "H", "H", "H"], "xyz": [[2.2751, 0.3322, 0.2053], [1.1304, 0.5323, -0.6417], [-0.1574, 0.4114, -0.1532], [-1.1184, 0.9354, -0.8176], [-2.2554, 0.2815, -0.8310], [-2.0575, -1.0033, 0.5739], [-0.7879, -0.9159, 0.8728], [2.0694, 0.8030, 1.1669], [2.5059, -0.7287, 0.3716], [3.1545, 0.8152, -0.2307], [1.2663, 0.3322, -1.6291], [-2.9739, 1.0142, -1.0302], [-3.0366, -1.4615, 0.6201], [-0.0146, -1.3479, 1.5229]], "relative_energy_kj_mol": 414.4, "lumo_ev": 1.07, "e_tot_ev": -8727.3842}


4.
{"formula": "C4H7N3", "method": "the ωB97M-V functional and the def2-TZVPD basis", "symbols": ["H", "N", "C", "C", "C", "N", "N", "C", "H", "H", "H", "H", "H", "H"], "xyz": [[1.0137, -2.3399, 0.8724], [0.8934, -1.7961, 0.0524], [0.1998, -0.6922, 0.2011], [-0.5365, -0.2975, 1.4769], [-1.0515, 0.9756, 1.0221], [-0.6287, 1.3763, -0.1065], [0.1548, 0.3321, -0.5769], [0.7330, 0.2734, -1.9017], [0.3256, -0.1513, 2.2874], [-1.1955, -1.1006, 1.8193], [-1.8162, 1.5278, 1.4974], [0.1948, -0.3318, -2.7370], [1.8813, -0.0663, -1.9255], [0.5909, 1.5206, -2.1883]], "relative_energy_kj_mol": 246.4, "lumo_ev": 0.77, "smiles": "[H]/N=C1\\CC=NN1C", "e_tot_ev": -8729.1260}


5.
{"formula": "C4H7N3", "method": "the ωB97M-V functional and the def2-TZVPD basis", "symbols": ["C", "C", "C", "C", "N", "N", "N", "H", "H", "H", "H", "H", "H", "H"], "xyz": [[-1.4354, 1.2170, -1.0137], [1.4031, -0.2248, -0.1446], [-0.0019, -0.7101, 0.4550], [-0.2382, -0.9934, 1.8038], [0.9168, 0.8679, -0.7920], [-0.2982, 0.8083, -0.2100], [2.5242, -0.8166, -0.1068], [3.1669, -0.4031, -0.7873], [-0.3798, -1.4723, -0.2327], [-1.5362, 0.6156, -1.9252], [-1.2771, 2.2544, -1.3131], [-2.3454, 1.1201, -0.4214], [-0.0052, -0.2672, 2.5726], [-0.4936, -1.9958, 2.1154]], "relative_energy_kj_mol": 471.8, "lumo_ev": [-0.82, -0.45], "e_tot_ev": -8726.7899}


6.
{"formula": "C4H7N3", "method": "the ωB97M-V functional and the def2-TZVPD basis", "symbols": ["H", "N", "C", "C", "N", "N", "C", "C", "H", "H", "H", "H", "H", "H"], "xyz": [[-1.2021, -2.4770, -2.1286], [-0.9398, -2.3242, -1.1581], [-0.6810, -1.0956, -0.9204], [-0.8201, -0.0591, -1.9442], [-0.9481, 0.7023, -2.8067], [-0.2272, -0.6711, 0.2915], [-0.1119, 0.6947, 0.7813], [1.3004, 1.0389, 1.2470], [-0.1171, -1.4310, 0.9511], [-0.4104, 1.3756, -0.0244], [-0.8207, 0.8394, 1.6082], [2.0048, 0.9975, 0.4144], [1.6485, 0.3578, 2.0310], [1.3248, 2.0517, 1.6580]], "relative_energy_kj_mol": 47.4, "lumo_ev": 0.78, "smiles": "[H]/N=C(\\C#N)NCC", "e_tot_ev": -8731.1880}